No. 1
Density functional theory data (ωB97M-V/def2-TZVPD) for a 2-piece molecular cluster, C2H4NO2P overall.

XYZ file:
```
10
Properties=species:S:1:pos:R:3:forces:R:3
C 0.4795 1.1523 1.3412 -1.0 0.2 -1.7
C -0.3679 1.9490 0.3960 -1.2 -1.3 4.0
N 0.6732 2.3553 1.4363 0.6 1.9 0.0
O -1.3890 1.8119 -1.9731 -3.1 -0.5 -2.0
O 0.5758 -1.1307 -0.6121 -0.2 -2.2 -0.7
P -0.0790 2.0051 -1.3640 2.8 0.7 0.9
H 0.8157 0.2332 1.6996 0.5 -1.3 0.5
H -1.4242 2.0101 0.8550 1.4 0.4 -1.8
H -0.2603 -0.9409 -1.1276 1.5 -0.8 0.7
H 0.8607 -2.1203 -0.7361 -1.3 2.9 0.1
```
Positions in Å, forces in eV/Å.

Summary:
Multiplicity = 3
E_LUMO (spin up / spin down) = 0.02002 / -0.09852 hartree
Expectation value of S² = 2.010

Results of the natural (NBO) charge analysis, in e, for atoms 1 through 8: C 0.110; C -0.535; N -0.289; O -0.862; O -0.978; P 1.103; H 0.227; H 0.247

---

No. 2
Density functional theory data (ωB97M-V/def2-TZVPD) for one molecule with the formula C3HN.

XYZ file:
```
5
Properties=species:S:1:pos:R:3:forces:R:3
C -0.8458 -1.5758 0.5976 3.9 4.0 -2.0
C -0.0884 -0.6327 0.1459 -4.8 -4.4 2.4
C 0.3215 0.6406 -0.2643 0.8 0.7 -0.1
N 0.7173 1.6972 -0.5574 -0.7 -1.6 0.4
H -1.3446 -2.4734 1.0267 0.7 1.3 -0.7
```
Positions in Å, forces in eV/Å.

Summary:
E_LUMO = -0.00185 hartree
SMILES string = C#CC#N

Calculated atomic charges, method natural (NBO), unit e: C -0.092; C -0.142; C 0.206; N -0.240; H 0.268

---

Computed values of relative energy (zero: lowest compared OMol25 entry of this formula, charge and spin) (unit: kcal per mole) for the preceding records, in sequence: 39.4, 10.9.